(1)
{
  "formula": "C4H4N2O5S",
  "method": "wB97M-V/def2-TZVPD",
  "symbols": ["C", "C", "C", "C", "N", "N", "O", "O", "O", "O", "O", "S", "H", "H", "H", "H"],
  "positions_angstrom": [[-1.2037, 0.5198, 0.5692], [-0.9228, -0.7178, 0.5905], [0.9549, 1.5099, -0.2315], [-0.5327, 1.4276, -0.4268], [1.7871, 0.3685, -0.5689], [-1.3961, -1.7469, 1.4154], [-2.6185, -1.6884, 1.5909], [1.4764, 2.5763, -0.0023], [-0.5300, -2.4204, 1.9961], [2.2861, -2.1237, -0.8200], [0.6156, -1.1432, -2.4115], [1.1950, -1.2434, -1.1177], [-2.0360, 0.8954, 1.2189], [-0.6802, 0.9680, -1.4296], [-0.9614, 2.4416, -0.3327], [2.5662, 0.3767, -0.0398]],
  "atomic_forces_ev_per_a": [[-1.25, 2.16, 0.02], [1.80, -2.56, -1.25], [0.86, 0.50, -1.38], [-0.42, -0.20, -0.18], [-4.90, -0.08, -2.27], [0.20, 0.21, 1.74], [1.34, -1.14, 0.15], [0.15, -1.02, 0.48], [-1.97, 0.36, -0.95], [-0.34, 0.08, -0.02], [-0.20, 0.23, -0.47], [0.02, 2.13, 2.66], [0.86, -0.24, -0.53], [-0.17, 0.62, 0.42], [0.45, -0.55, -0.40], [3.57, -0.48, 1.97]],
  "mol_weight_g_mol": 192.15,
  "orbital_gap_ev": [7.79, 7.77],
  "e_homo_ha": [-0.3886, -0.3798],
  "lumo_energy_ev": [-2.780, -2.567]
}

---

(2)
{
  "formula": "C4H4N2OS",
  "method": "wB97M-V/def2-TZVPD",
  "symbols": ["C", "C", "C", "C", "N", "N", "O", "S", "H", "H", "H", "H"],
  "positions_angstrom": [[1.3174, -0.1524, -0.2688], [0.5490, -0.5149, 0.7307], [1.1302, 0.9553, -1.1941], [-0.8500, -0.1572, 0.5668], [-0.0158, 1.2572, -1.5484], [-1.8468, -0.6420, 1.3006], [-2.3925, -0.3981, -1.1479], [-1.5148, 0.6554, -0.6960], [2.4228, -0.5260, -0.2817], [0.7205, -0.9922, 1.6975], [1.8794, 1.6502, -1.2148], [-1.3993, -1.1352, 2.0562]],
  "atomic_forces_ev_per_a": [[5.89, -1.28, 0.52], [-1.86, 0.68, 0.53], [-2.41, -2.82, 2.30], [-1.13, -2.92, 5.19], [-3.06, 1.22, -1.75], [2.66, 1.53, -1.03], [-0.81, -0.85, -2.38], [-0.52, 3.50, -2.41], [-1.92, 0.58, 0.28], [0.74, -0.55, -0.76], [2.43, 1.53, -1.11], [0.00, -0.63, 0.62]],
  "mol_weight_g_mol": 128.16,
  "orbital_gap_ev": 8.50,
  "e_homo_ha": -0.3498,
  "lumo_energy_ev": -1.016
}

---

(3)
{
  "formula": "C4H4N2OS",
  "method": "wB97M-V/def2-TZVPD",
  "symbols": ["C", "C", "C", "C", "H", "H", "H", "H", "N", "N", "O", "S"],
  "positions_angstrom": [[-1.9449, 0.0846, -0.2107], [0.2066, 0.4035, 0.0467], [1.5827, -1.2459, 0.1728], [1.4786, 1.1947, -0.0126], [-2.1142, -0.1020, 1.0801], [-1.9828, -1.2016, -0.6267], [-2.9217, 0.5103, -0.7607], [2.0532, -2.1651, 0.3610], [-0.9292, 1.0052, -0.3559], [0.3659, -0.9294, 0.3426], [1.4638, 2.3798, 0.3168], [2.7419, 0.0660, -0.3534]],
  "atomic_forces_ev_per_a": [[-6.25, -3.75, 1.18], [-2.82, 3.01, -2.14], [0.40, 2.02, -0.51], [-1.92, 3.01, 1.71], [-0.05, 0.61, -3.90], [0.96, 4.01, 1.02], [1.95, -0.94, 1.76], [0.13, -1.35, 0.18], [5.32, -2.58, 1.59], [0.52, -0.81, 0.25], [1.04, -2.27, -1.29], [0.72, -0.95, 0.15]],
  "mol_weight_g_mol": 128.16,
  "orbital_gap_ev": 8.57,
  "e_homo_ha": -0.3610,
  "lumo_energy_ev": -1.249
}

---

(4)
{
  "formula": "C4H4N2OS",
  "method": "wB97M-V/def2-TZVPD",
  "symbols": ["C", "C", "C", "C", "H", "H", "H", "H", "N", "N", "O", "S"],
  "positions_angstrom": [[-1.1258, -0.4576, 0.0202], [-0.2434, 1.5003, -0.0988], [0.7618, 0.5640, 0.0951], [2.1823, 0.5539, 0.1235], [-2.7969, -1.7187, -0.2436], [-1.0774, -2.3771, -0.2320], [-0.2683, 2.5645, 0.0580], [2.4637, 1.5682, 0.1849], [-1.8616, -1.5870, -0.0103], [-1.4547, 0.8374, -0.1235], [0.2246, -0.7110, 0.3243], [3.1957, -0.7368, -0.0980]],
  "atomic_forces_ev_per_a": [[0.34, 1.31, 0.83], [0.02, -1.93, 1.40], [0.56, -0.77, 0.92], [-0.17, -0.72, -0.74], [-1.41, 0.23, -0.58], [-3.38, 1.96, 0.79], [0.52, 0.16, -0.66], [1.36, 1.13, 0.04], [5.47, -2.40, -0.13], [0.62, -2.15, -0.19], [-3.17, 1.99, -2.14], [-0.76, 1.19, 0.46]],
  "mol_weight_g_mol": 128.16,
  "smiles": "Nc1ncc(C=S)o1",
  "orbital_gap_ev": 7.59,
  "e_homo_ha": -0.3058,
  "lumo_energy_ev": -0.734
}

---

(5)
{
  "formula": "C4H4N2S",
  "method": "wB97M-V/def2-TZVPD",
  "symbols": ["C", "C", "C", "C", "N", "N", "S", "H", "H", "H", "H"],
  "positions_angstrom": [[-0.7126, 1.6504, -0.1958], [-1.2867, 1.4746, -1.2314], [2.4870, -0.8158, -0.5247], [0.2777, -1.4364, -0.0080], [1.3382, -1.4940, -0.6514], [-0.8283, -1.8577, 0.1592], [2.8109, 0.3494, 0.5411], [-0.1927, 1.9198, 0.6003], [-1.7003, 1.2568, -2.1739], [3.1465, -0.9254, -1.4106], [-1.4938, -1.6410, 0.9406]],
  "atomic_forces_ev_per_a": [[-1.93, -0.61, -3.24], [0.42, -0.15, 0.44], [0.17, 0.85, -1.64], [0.40, -1.73, -1.71], [0.39, 0.46, 0.66], [-2.20, 0.87, 2.50], [0.34, 0.31, 0.75], [1.91, 0.83, 3.17], [-0.36, -0.07, -0.37], [-0.20, -0.45, 0.76], [1.06, -0.32, -1.35]],
  "mol_weight_g_mol": 112.16,
  "smiles": "N=C=NC=S.C#C",
  "orbital_gap_ev": 8.71,
  "e_homo_ha": -0.3224,
  "lumo_energy_ev": -0.063
}

---

(6)
{
  "formula": "C4H4N2S2",
  "method": "wB97M-V/def2-TZVPD",
  "symbols": ["C", "C", "C", "C", "H", "H", "H", "H", "N", "N", "S", "S"],
  "positions_angstrom": [[-1.9071, 0.4601, -0.0802], [-0.4689, 0.4339, -0.2284], [1.9152, -0.4065, 0.0857], [-0.1075, -0.9585, -0.6975], [-1.4448, 2.7201, 0.4348], [-2.7863, -0.4556, -0.0166], [3.3176, -1.4579, 0.6466], [-0.8800, -1.4523, -1.2661], [3.0746, -0.5552, 0.8020], [1.0309, -1.4965, -0.4452], [-2.7707, 1.9643, 0.5896], [1.0269, 1.2042, 0.1751]],
  "atomic_forces_ev_per_a": [[0.48, 0.84, 1.63], [-4.31, -3.49, -0.77], [2.21, -1.46, 3.71], [0.43, 0.54, 0.56], [-2.98, -1.14, 0.53], [3.41, 2.34, -0.93], [1.18, -3.85, -0.40], [-0.09, -0.63, 0.27], [-5.88, 4.33, -3.31], [1.15, 2.60, -0.20], [4.18, 0.05, -1.20], [0.22, -0.13, 0.10]],
  "mol_weight_g_mol": 144.22,
  "smiles": "[H]/N=C1N=C/C(=C/S)S\\1",
  "orbital_gap_ev": 7.78,
  "e_homo_ha": -0.3116,
  "lumo_energy_ev": -0.694
}

---

(7)
{
  "formula": "C4H4N2S2",
  "method": "wB97M-V/def2-TZVPD",
  "symbols": ["C", "C", "C", "C", "H", "H", "H", "H", "N", "N", "S", "S"],
  "positions_angstrom": [[0.0852, -2.3464, 0.5509], [0.5815, -0.0834, 0.0520], [0.3323, 2.3637, -0.4372], [-0.7823, 1.4990, -0.5978], [-0.3910, -2.8621, -0.3728], [0.5792, -3.1690, 1.1685], [-0.8657, -1.6605, 1.0923], [-1.8282, 1.8732, -0.8034], [1.0359, -1.2693, 0.2181], [-0.6726, 0.3336, -0.2435], [1.6765, 1.2722, -0.2011], [0.2492, 4.0490, -0.4260]],
  "atomic_forces_ev_per_a": [[-2.88, 1.43, 0.33], [2.14, -1.68, -0.95], [1.88, 2.83, -0.23], [-3.93, 2.90, -0.34], [0.95, 1.03, 1.32], [-0.76, 1.51, -0.59], [2.44, -3.00, -1.13], [1.39, -0.05, -0.11], [-0.56, 0.61, 0.45], [-2.06, -4.30, 0.97], [1.12, 1.23, 0.37], [0.27, -2.52, -0.09]],
  "mol_weight_g_mol": 144.22,
  "smiles": "C/N=C1\\N=CC(=S)S1",
  "orbital_gap_ev": 7.21,
  "e_homo_ha": -0.3392,
  "lumo_energy_ev": -2.015
}

---

(8)
{
  "formula": "C4H4N2S2",
  "method": "wB97M-V/def2-TZVPD",
  "symbols": ["C", "C", "C", "C", "H", "H", "H", "H", "N", "N", "S", "S"],
  "positions_angstrom": [[-0.7677, 0.7957, 0.0856], [1.3469, 0.3080, -0.6477], [1.3055, -0.7211, 0.3264], [0.1105, -1.0786, 0.9603], [-1.6731, 2.0939, -1.5853], [2.0521, -1.5369, 0.3026], [-0.0641, -2.2944, 1.2334], [-1.9074, -0.6045, 1.1540], [0.2560, 1.1640, -0.4955], [-0.9042, -0.3005, 0.8365], [-2.3455, 1.7160, -0.4357], [2.5912, 0.4585, -1.7347]],
  "atomic_forces_ev_per_a": [[-3.66, 1.73, -0.67], [0.93, 0.58, 1.00], [-0.75, -3.31, 0.87], [4.48, -5.42, -0.69], [-0.64, -0.22, 0.94], [-0.24, 0.90, 0.11], [0.51, 3.94, -0.09], [2.75, 0.87, -0.87], [2.33, 0.95, -2.32], [-6.60, 0.32, 1.31], [1.76, -0.55, 0.11], [-0.86, 0.20, 0.29]],
  "mol_weight_g_mol": 144.22,
  "smiles": "S=c1cc[nH]c(S)n1",
  "orbital_gap_ev": 8.04,
  "e_homo_ha": -0.2988,
  "lumo_energy_ev": -0.093
}

---

(9)
{
  "formula": "C4H4N3OS",
  "method": "wB97M-V/def2-TZVPD",
  "symbols": ["C", "C", "C", "C", "N", "N", "N", "O", "S", "H", "H", "H", "H"],
  "positions_angstrom": [[-0.6840, 0.6816, -0.1596], [0.3850, -0.1706, -0.1943], [0.1389, -1.4820, 0.1718], [1.8047, 0.3662, -0.0906], [-1.2315, -1.7683, 0.1926], [-2.0586, 0.3453, -0.0536], [-2.2190, -1.0393, -0.0711], [0.9488, -2.2459, 0.6505], [-2.9957, 2.0084, 0.0585], [-0.5008, 1.7535, -0.1777], [2.3781, -0.4202, 0.3693], [1.8368, 1.3127, 0.4712], [2.1974, 0.6587, -1.1670]],
  "atomic_forces_ev_per_a": [[-1.29, 0.06, 0.05], [0.36, 2.71, 0.09], [-1.66, 0.41, 1.32], [-0.33, 1.09, -2.66], [-0.22, -1.98, -1.11], [4.40, 0.55, -0.83], [-1.70, 2.14, 1.14], [0.84, -1.42, 0.03], [-0.34, -2.02, -0.13], [-0.18, -0.23, -0.01], [0.57, -0.02, 0.04], [-0.02, -0.46, 0.02], [-0.42, -0.84, 2.05]],
  "total_charge": -1,
  "mol_weight_g_mol": 142.16,
  "smiles": "Cc1cn([S-])nnc1=O",
  "orbital_gap_ev": 7.57,
  "e_homo_ha": -0.1438,
  "lumo_energy_ev": 3.652
}

---

(10)
{
  "formula": "C4H4N4",
  "method": "wB97M-V/def2-TZVPD",
  "symbols": ["C", "C", "C", "C", "H", "H", "H", "H", "N", "N", "N", "N"],
  "positions_angstrom": [[0.7490, 0.0542, 0.7976], [0.0348, -1.1878, 0.6230], [-1.0345, -1.1393, -0.3178], [-1.1519, 1.1832, -0.8801], [2.4563, 0.7765, 1.2914], [0.5943, -2.1634, 0.5818], [-1.2067, -2.1434, -0.5774], [-1.7092, 2.1854, -1.1230], [1.6061, 0.2164, 1.8709], [-1.5850, 0.0426, -0.7309], [0.2104, 1.2717, -1.1769], [1.0364, 0.9039, -0.3586]],
  "atomic_forces_ev_per_a": [[3.98, 1.32, 4.42], [-2.15, 0.01, -3.89], [4.37, 1.30, 2.93], [0.94, 2.20, -1.70], [-2.69, -0.92, 2.51], [-0.74, 1.10, 1.12], [-1.78, -0.63, -1.41], [0.53, -2.22, 0.64], [0.01, 0.79, -6.20], [-3.77, -3.12, 1.03], [0.18, 2.40, 0.23], [1.11, -2.23, 0.30]],
  "mol_weight_g_mol": 108.10,
  "smiles": "[H]/N=c1/ccncnn1",
  "orbital_gap_ev": 7.86,
  "e_homo_ha": -0.3157,
  "lumo_energy_ev": -0.737
}

---

(11)
{
  "formula": "C4H4N4",
  "method": "wB97M-V/def2-TZVPD",
  "symbols": ["C", "C", "C", "C", "N", "N", "N", "N", "H", "H", "H", "H"],
  "positions_angstrom": [[1.3879, -0.9199, 0.6758], [0.4301, -0.2209, -0.1186], [-0.7461, -0.1137, 0.7138], [-0.6518, 0.9067, -1.7087], [0.8947, -1.0933, 1.8871], [0.5359, 0.2505, -1.3267], [-1.7707, 0.9490, -1.0189], [-0.3903, -0.5562, 1.8879], [2.3428, -1.2810, 0.4934], [-0.3160, 2.0253, -1.5280], [-0.9141, 0.5669, -2.7337], [-0.8024, -0.5136, 2.7766]],
  "atomic_forces_ev_per_a": [[-1.93, 0.27, 2.43], [-0.51, -0.36, -0.39], [-1.10, 1.71, -2.89], [1.96, 1.34, -0.99], [0.97, -0.12, -0.65], [0.40, -0.45, 0.44], [-2.07, -1.28, 4.02], [1.37, -0.22, -0.85], [1.52, -0.42, -0.56], [-0.04, -1.11, -1.32], [0.45, 0.69, -0.12], [-1.02, -0.04, 0.89]],
  "mol_weight_g_mol": 108.10,
  "orbital_gap_ev": [6.66, 7.63],
  "e_homo_ha": [-0.2974, -0.3263],
  "lumo_energy_ev": [-1.438, -1.251]
}

---

(12)
{
  "formula": "C4H4N4",
  "method": "wB97M-V/def2-TZVPD",
  "symbols": ["C", "C", "C", "C", "N", "N", "N", "N", "H", "H", "H", "H"],
  "positions_angstrom": [[3.2229, 0.2006, -0.1361], [-1.9051, 0.0355, -0.3844], [-0.2935, 1.2732, 0.2224], [-0.7474, -0.8091, 0.0585], [4.0723, 0.9550, -0.3423], [-1.6298, 1.2506, -0.1930], [0.2829, 0.0724, 0.3266], [-0.8990, -2.0504, 0.2532], [-2.8817, -0.3388, -0.5738], [0.0455, 2.2118, 0.4920], [-1.8380, -2.2935, 0.1638], [2.5708, -0.5075, 0.1132]],
  "atomic_forces_ev_per_a": [[3.77, 3.05, -0.88], [0.34, -0.29, 1.13], [0.07, -4.52, -0.14], [-2.10, -0.18, -1.03], [-1.08, -0.67, 0.10], [-0.99, 1.31, -0.65], [0.34, 2.48, 0.43], [3.26, 0.58, 1.12], [-0.70, -0.19, -0.50], [1.53, 1.44, 0.43], [-1.92, -0.66, -0.78], [-2.52, -2.35, 0.78]],
  "mol_weight_g_mol": 108.10,
  "smiles": "[H]/N=C1\\C=NC=N1.C#N",
  "orbital_gap_ev": 8.97,
  "e_homo_ha": -0.3953,
  "lumo_energy_ev": -1.781
}

---

| no. | electronic energy (eV) |
| --- | --- |
| 1 | -28257.9047 |
| 2 | -20070.7427 |
| 3 | -20072.2534 |
| 4 | -20073.9989 |
| 5 | -18024.0417 |
| 6 | -28859.6866 |
| 7 | -28860.9796 |
| 8 | -28861.3526 |
| 9 | -21564.2674 |
| 10 | -10167.4699 |
| 11 | -10165.2358 |
| 12 | -10170.3153 |